No. 1
Molecular formula: C19H40ClN3O3P
Method: DFT, ωB97M-V with the def2-TZVPD basis set

Atoms and positions in Å:
C (3.56, 1.13, -1.27)
C (2.85, -0.12, -1.84)
C (1.34, 0.07, -1.99)
C (0.63, 0.09, -0.61)
C (-0.04, -1.25, -0.25)
C (-0.31, 1.27, -0.47)
N (0.11, 2.19, 0.37)
N (-0.65, 3.24, 0.57)
C (-1.82, 3.45, -0.01)
C (-2.30, 2.53, -0.93)
P (-3.94, 2.74, -1.79)
O (-3.53, 3.86, -2.89)
Cl (-4.85, 3.87, -0.32)
C (-1.54, 1.41, -1.18)
C (-1.98, 0.38, -2.16)
C (-3.10, -0.56, -1.61)
N (-3.34, -0.41, -0.17)
H (4.17, 0.87, -0.41)
H (4.18, 1.61, -2.02)
H (2.83, 1.86, -0.90)
H (3.04, -0.97, -1.19)
H (3.27, -0.36, -2.81)
H (0.92, -0.72, -2.61)
H (1.17, 1.02, -2.51)
H (1.40, 0.26, 0.15)
H (-0.75, -1.11, 0.56)
H (-0.51, -1.74, -1.10)
H (0.73, -1.92, 0.13)
H (-0.29, 3.90, 1.25)
H (-2.36, 4.34, 0.27)
H (-2.76, 4.41, -2.69)
H (-1.13, -0.21, -2.49)
H (-2.38, 0.88, -3.05)
H (-2.81, -1.59, -1.84)
H (-4.02, -0.33, -2.14)
H (-4.30, -0.17, 0.03)
H (-3.11, -1.25, 0.34)
C (2.47, 3.53, 6.46)
C (1.24, 3.20, 5.63)
O (1.17, 3.92, 4.40)
C (2.24, 3.72, 3.50)
C (2.39, 2.29, 3.02)
H (2.51, 4.60, 6.68)
H (2.43, 2.99, 7.41)
H (3.40, 3.25, 5.96)
H (0.34, 3.48, 6.17)
H (1.19, 2.12, 5.45)
H (3.18, 4.10, 3.91)
H (1.99, 4.36, 2.65)
H (2.67, 1.60, 3.83)
H (3.17, 2.24, 2.26)
H (1.46, 1.94, 2.59)
C (0.84, -6.41, -1.88)
C (0.19, -5.31, -1.05)
O (-0.23, -4.18, -1.81)
C (-1.19, -4.43, -2.82)
C (-2.49, -5.01, -2.31)
H (1.69, -6.02, -2.43)
H (1.18, -7.21, -1.22)
H (0.14, -6.85, -2.59)
H (0.92, -4.91, -0.34)
H (-0.64, -5.71, -0.46)
H (-0.76, -5.08, -3.60)
H (-1.37, -3.46, -3.28)
H (-2.36, -5.99, -1.86)
H (-3.20, -5.12, -3.14)
H (-2.94, -4.35, -1.56)

Results
Orbital gap: 7.572 eV
LUMO: -0.16035 Eh
Calculated total energy: -1939.24492 Eh
Net charge: +1

***

No. 2
Molecular formula: C17H64N18O15
Method: DFT, ωB97M-V with the def2-TZVPD basis set

Atoms and positions in Å:
C (1.23, 2.97, 3.04)
C (0.95, 4.03, 2.02)
O (-0.38, 4.41, 2.17)
H (0.73, 2.12, 2.69)
H (0.80, 3.28, 3.98)
H (2.23, 2.69, 3.12)
H (1.11, 3.81, 0.96)
H (1.67, 4.82, 2.21)
H (-0.99, 3.80, 1.78)
C (0.00, -0.96, -0.35)
C (-0.25, 0.45, 0.07)
O (1.03, 1.08, 0.17)
H (0.94, -0.97, -0.98)
H (-0.79, -1.23, -1.03)
H (0.14, -1.59, 0.50)
H (-0.89, 0.41, 0.90)
H (-0.96, 1.05, -0.64)
H (1.67, 0.47, 0.54)
C (1.73, 1.14, -3.91)
O (1.80, -0.02, -4.63)
N (2.71, 1.97, -3.75)
N (0.66, 1.44, -3.19)
H (3.61, 1.62, -4.15)
H (2.68, 2.83, -3.31)
H (-0.09, 0.79, -3.00)
H (0.44, 2.33, -2.69)
C (2.45, -0.56, 2.36)
O (1.39, -0.81, 3.25)
N (3.39, 0.30, 2.46)
N (2.64, -1.29, 1.24)
H (3.37, 0.82, 3.35)
H (3.55, 0.96, 1.68)
H (2.06, -2.09, 1.06)
H (3.41, -1.14, 0.53)
C (0.93, -4.38, 0.74)
O (-0.42, -4.28, 0.33)
N (1.87, -4.94, 0.11)
N (1.29, -3.75, 1.80)
H (1.68, -5.64, -0.61)
H (2.80, -4.94, 0.37)
H (0.49, -3.41, 2.39)
H (2.24, -3.81, 2.20)
C (-3.51, -3.02, 1.48)
O (-2.55, -2.28, 0.90)
N (-3.35, -4.23, 1.78)
N (-4.69, -2.55, 1.73)
H (-2.49, -4.65, 1.54)
H (-4.08, -4.89, 2.05)
H (-4.84, -1.55, 1.74)
H (-5.29, -3.05, 2.35)
C (1.40, 4.24, -1.63)
O (2.68, 3.91, -1.21)
N (0.39, 3.51, -1.46)
N (1.11, 5.30, -2.30)
H (0.48, 2.70, -0.84)
H (-0.60, 3.77, -1.79)
H (1.79, 5.96, -2.66)
H (0.23, 5.35, -2.77)
C (-1.14, -2.80, 4.22)
O (-0.60, -2.33, 5.42)
N (-2.25, -3.58, 4.13)
N (-0.63, -2.48, 3.07)
H (-2.70, -3.96, 5.04)
H (-2.66, -3.87, 3.23)
H (0.17, -1.74, 3.16)
H (-1.29, -2.43, 2.26)
C (-2.88, 3.36, -0.59)
O (-2.26, 3.11, 0.66)
N (-2.53, 4.32, -1.31)
N (-3.61, 2.54, -1.19)
H (-3.08, 4.71, -2.16)
H (-1.83, 5.06, -0.82)
H (-3.80, 1.61, -0.70)
H (-4.04, 2.71, -2.13)
C (4.73, 2.74, 0.96)
O (4.66, 4.16, 0.98)
N (3.82, 1.99, 0.39)
N (5.66, 2.13, 1.70)
H (3.06, 2.52, -0.13)
H (4.12, 1.12, -0.08)
H (6.41, 2.73, 2.06)
H (5.94, 1.14, 1.48)
C (-4.53, -2.08, -2.20)
O (-4.91, -1.83, -3.51)
N (-5.38, -2.30, -1.18)
N (-3.30, -2.15, -1.75)
H (-6.32, -2.34, -1.59)
H (-5.27, -2.49, -0.08)
H (-2.66, -1.63, -2.36)
H (-3.02, -2.28, -0.76)
C (-2.43, 0.22, 3.06)
O (-3.09, -0.07, 4.28)
H (-1.58, 0.81, 3.33)
H (-3.15, 0.77, 2.49)
H (-2.06, -0.65, 2.57)
H (-3.97, -0.31, 3.96)
C (4.07, -0.35, -1.84)
O (4.57, -0.35, -0.56)
H (4.82, -0.18, -2.65)
H (3.37, 0.46, -2.07)
H (3.62, -1.30, -2.17)
H (5.30, -1.03, -0.65)
C (0.74, -2.83, -3.21)
O (1.43, -4.06, -3.47)
H (-0.23, -2.75, -3.72)
H (1.45, -2.04, -3.28)
H (0.24, -2.73, -2.25)
H (0.79, -4.71, -3.73)
C (-2.34, 0.77, -3.30)
O (-1.64, -0.41, -3.52)
H (-3.12, 0.49, -2.70)
H (-2.95, 1.17, -4.09)
H (-1.80, 1.62, -2.86)
H (-1.53, -0.49, -4.48)

Results
Orbital gap: 7.684 eV
LUMO: -0.01911 Eh
Calculated total energy: -2800.12222 Eh
Energy above the lowest of the compared OMol25 structures with the same formula, charge and spin: 128.9 kcal per mole